14
Properties=species:S:1:pos:R:3 method="wB97M-V/def2-TZVPD" homo_energy_ev=-9.59 energy_ev=-12762.7573 smiles=F[C@@H]1[C@@H]2OCC[C@]12F orbital_gap_ev=10.55
F 0.0258 1.7974 -0.7849
C -0.6851 1.1274 0.1797
C 0.0213 0.1599 1.1066
O 1.3536 -0.0499 0.9698
C 1.6376 -0.6090 -0.2957
C 0.3237 -1.0233 -0.9356
C -0.7426 -0.3519 -0.0656
F -1.9312 -1.0064 0.0538
H -1.6213 1.5427 0.4581
H -0.3537 0.1768 2.1350
H 2.3225 -1.4932 -0.1374
H 2.1865 0.1297 -0.8511
H 0.2728 -0.8318 -1.9962
H 0.1829 -2.0630 -0.7229